Entry 1:
114
Properties=species:S:1:pos:R:3:forces:R:3:lowdin_charge:R:1 method="wB97M-V/def2-TZVPD" total_charge=+2 s2=0.79 multiplicity=2 energy_ha=-5543.2064 largest_force_ev_per_a=1.42 homo_lumo_gap_ev="6.362 / 6.449"
Re 0.2482 0.3865 0.4382 0.3400 -0.5912 1.2469 1.283
O -3.6070 1.1700 -2.8186 0.0122 0.0225 0.0076 0.059
C -4.1085 0.9772 -1.5613 -0.0473 -0.0175 0.0457 -0.275
C -5.3403 0.3842 -1.3292 -0.0039 0.0009 -0.0338 -0.002
C -5.7624 0.1691 -0.0264 0.0123 0.0034 0.0146 -0.054
C -4.9604 0.5429 1.0424 0.0055 0.0025 0.0241 -0.065
C -3.7340 1.1431 0.8007 -0.0324 -0.0143 -0.0133 -0.034
C -3.2965 1.3718 -0.4976 0.0487 0.0649 -0.0412 -0.124
C -1.9614 1.9901 -0.8391 -0.2518 -0.2569 -0.0868 -0.307
O -1.0444 0.9568 -1.1939 0.6479 0.3982 0.2028 -0.535
N -1.3511 2.7830 0.2249 -0.0326 -0.1111 0.0149 0.028
N -0.7155 2.0196 1.2137 -0.2591 0.2342 0.0509 -0.171
C -0.6074 2.5391 2.3981 -0.2301 -0.0815 -0.1682 -0.152
C 0.1938 1.9316 3.4200 0.1360 -0.1549 0.1187 -0.492
Br 1.4585 0.6721 2.7111 0.2539 0.0051 -0.2245 1.091
C 0.0482 2.1537 4.7348 -0.0688 -0.0153 -0.1313 -0.047
C 0.7154 1.5525 5.8825 0.0393 -0.0287 0.1043 -0.236
C -0.0470 1.3873 7.0442 -0.0192 0.0237 -0.0522 -0.034
C 0.4891 0.7730 8.1608 0.0197 -0.0131 0.0233 -0.062
C 1.8095 0.3433 8.1471 -0.0180 0.0082 -0.0175 -0.055
C 2.5898 0.5407 7.0158 0.0088 -0.0159 0.0057 -0.060
C 2.0497 1.1372 5.8895 -0.0321 0.0190 -0.0433 -0.063
H -4.2931 1.0179 -3.4784 -0.0039 -0.0106 -0.0071 0.124
H -5.9652 0.0886 -2.1644 0.0025 0.0017 0.0000 0.125
H -6.7237 -0.2932 0.1525 -0.0005 -0.0001 -0.0051 0.117
H -5.2916 0.3727 2.0575 -0.0026 -0.0020 -0.0032 0.111
H -3.1116 1.4254 1.6401 -0.0040 0.0021 -0.0046 0.100
H -2.0870 2.6570 -1.6930 0.0548 0.0292 0.0103 0.162
H -2.0209 3.4390 0.6169 0.0365 0.0249 0.0470 0.148
H -1.1492 3.4503 2.6383 0.0195 0.0117 0.0183 0.150
H -0.7629 2.8358 4.9801 0.0066 0.0161 -0.0029 0.135
H -1.0739 1.7329 7.0605 -0.0014 0.0021 0.0022 0.120
H -0.1166 0.6408 9.0470 -0.0021 0.0048 0.0027 0.115
H 2.2361 -0.1251 9.0238 0.0003 -0.0003 0.0026 0.114
H 3.6284 0.2381 7.0159 -0.0011 0.0011 0.0012 0.112
H 2.6858 1.3164 5.0343 0.0033 0.0067 -0.0047 0.072
C 1.2449 -6.4900 0.0523 0.0091 0.0026 0.0014 -0.036
C 1.2522 -5.0069 -0.2031 0.0196 -0.0001 -0.0461 -0.237
C 1.7833 -4.4802 -1.3718 -0.0150 -0.0691 0.0103 0.033
C 1.7948 -3.0994 -1.6235 0.0153 0.1574 0.0698 -0.090
C 2.0897 -2.5755 -2.9636 -0.0929 -0.1390 0.0440 -0.221
O 1.3851 -1.6739 -3.4988 0.1343 0.2151 -0.0227 -0.164
C 3.1583 -3.1640 -3.7729 0.0025 -0.0262 -0.0624 -0.151
C 3.1089 -3.0471 -5.1663 -0.0260 0.0086 0.0153 0.002
C 4.1183 -3.5834 -5.9410 -0.0017 0.0008 0.0016 -0.047
C 5.1948 -4.2202 -5.3323 -0.0126 0.0090 0.0055 -0.042
C 5.2618 -4.3226 -3.9492 0.0221 -0.0167 -0.0023 -0.049
C 4.2444 -3.8037 -3.1682 -0.0009 0.0216 0.0134 -0.017
C 1.3168 -2.2438 -0.6166 0.0306 -0.1113 -0.0371 -0.324
O 1.4084 -0.9396 -0.7437 -0.0471 0.1081 -0.3291 -0.393
C 0.6787 -2.7565 0.5150 -0.0744 -0.1452 0.0072 -0.100
C 0.6718 -4.1288 0.7203 0.0198 0.1286 -0.0071 0.053
C -0.1386 -1.7469 1.2456 0.0918 0.5514 0.0019 -0.321
N -1.0821 -1.0920 0.5080 -0.3971 0.2793 -0.3416 -0.152
C -1.7987 -1.6246 -0.6434 0.0370 -0.0863 0.0255 -0.196
C -1.1649 -1.6438 -2.0515 -0.0106 0.1926 -0.0968 -0.239
Te 0.0993 -0.0202 -2.6632 -0.1251 -0.6990 -0.2919 2.063
C -0.8621 0.3511 -4.4897 -0.0223 0.0470 0.0011 -0.423
C -1.7630 -0.4804 -5.1512 0.0351 0.0017 -0.0035 -0.111
C -2.2933 -0.0775 -6.3654 -0.0090 -0.0266 0.0073 -0.057
C -1.9383 1.1512 -6.9124 0.0030 0.0179 -0.0072 -0.047
C -1.0371 1.9773 -6.2589 -0.0033 0.0082 0.0030 -0.058
C -0.4889 1.5715 -5.0506 -0.0228 -0.0397 0.0293 -0.136
C -0.3281 -1.8493 2.7129 0.0052 -0.0790 0.0730 -0.257
C -1.4527 -1.2910 3.3205 0.0298 0.0090 0.0100 -0.041
C -1.5794 -1.3004 4.7006 -0.0155 -0.0129 -0.0120 -0.067
C -0.5955 -1.8789 5.4926 0.0018 -0.0276 -0.0096 -0.075
C 0.5125 -2.4618 4.8936 -0.0114 0.0035 0.0439 -0.064
C 0.6468 -2.4452 3.5139 -0.0278 0.0412 -0.0630 -0.077
H 1.5734 -7.0446 -0.8250 -0.0032 0.0021 -0.0021 0.081
H 0.2475 -6.8398 0.3193 -0.0001 -0.0018 0.0011 0.087
H 1.9126 -6.7450 0.8768 -0.0021 -0.0032 -0.0004 0.090
H 2.1472 -5.1552 -2.1370 -0.0074 -0.0087 0.0171 0.131
H 2.2658 -2.5492 -5.6254 0.0063 -0.0001 -0.0062 0.121
H 4.0707 -3.5084 -7.0187 0.0059 -0.0041 0.0000 0.115
H 5.9866 -4.6365 -5.9409 0.0015 0.0003 0.0018 0.117
H 6.1075 -4.8074 -3.4812 0.0010 0.0012 -0.0030 0.115
H 4.3018 -3.8712 -2.0900 -0.0012 0.0039 -0.0042 0.121
H 0.1793 -4.5296 1.5999 -0.0075 -0.0235 -0.0117 0.138
H -2.7356 -1.0769 -0.7026 -0.0022 -0.0114 -0.0202 0.094
H -2.0517 -2.6677 -0.4292 -0.0149 0.0103 0.0350 0.142
H -1.9819 -1.6019 -2.7695 -0.0064 -0.0421 0.0057 0.057
H -0.5866 -2.5409 -2.2458 0.0137 -0.0010 0.0130 0.069
H -2.0421 -1.4444 -4.7484 -0.0039 -0.0065 -0.0068 0.100
H -2.9814 -0.7256 -6.8917 0.0000 0.0039 -0.0048 0.116
H -2.3602 1.4593 -7.8597 -0.0021 -0.0053 -0.0008 0.118
H -0.7542 2.9275 -6.6909 -0.0019 -0.0006 -0.0018 0.116
H 0.2317 2.2088 -4.5471 -0.0009 0.0191 -0.0218 0.096
H -2.2192 -0.8487 2.6958 -0.0085 -0.0006 0.0036 0.101
H -2.4576 -0.8672 5.1630 -0.0050 0.0022 0.0010 0.110
H -0.6991 -1.8873 6.5697 0.0085 0.0013 -0.0037 0.109
H 1.2768 -2.9241 5.5047 0.0023 -0.0018 -0.0067 0.112
H 1.5279 -2.8762 3.0531 0.0065 -0.0038 0.0186 0.117
C 1.5299 4.4592 -0.0681 0.0041 -0.0169 0.0204 -0.015
N 2.7427 3.7190 0.2406 -0.0121 -0.0276 0.0002 -0.057
C 3.9006 4.5556 0.5615 0.0239 0.0092 0.0201 -0.138
C 5.1939 3.7846 0.4259 -0.0077 -0.0017 0.0046 -0.137
C 5.0231 2.4519 1.1210 0.0127 0.0147 0.0169 -0.133
N 3.8998 1.7303 0.5283 -0.0281 0.0175 -0.0401 -0.079
C 4.0712 0.2998 0.3369 -0.0375 -0.0063 0.0149 -0.023
C 2.7757 2.3745 0.1722 0.0103 0.1249 0.0307 -0.459
O 1.7513 1.7485 -0.2558 -0.1621 0.0386 -0.1954 -0.193
H 1.6794 5.0624 -0.9659 -0.0026 -0.0035 -0.0013 0.103
H 1.2965 5.1332 0.7593 0.0113 0.0080 0.0049 0.101
H 0.6998 3.7818 -0.2249 0.0274 0.0329 -0.0210 0.053
H 3.7878 4.9410 1.5794 -0.0127 0.0058 -0.0045 0.135
H 3.8863 5.4121 -0.1138 -0.0080 -0.0028 -0.0001 0.131
H 6.0102 4.3514 0.8710 -0.0001 -0.0022 -0.0032 0.129
H 5.4329 3.6192 -0.6262 0.0009 -0.0018 -0.0010 0.130
H 4.8498 2.5936 2.1935 0.0105 -0.0138 -0.0065 0.135
H 5.9086 1.8291 1.0098 -0.0028 0.0016 -0.0083 0.129
H 4.1968 -0.2001 1.3016 -0.0126 -0.0067 -0.0022 0.094
H 3.2138 -0.1153 -0.1794 0.0169 -0.0001 0.0208 0.057
H 4.9682 0.1213 -0.2588 0.0115 0.0060 0.0121 0.105

Entry 2:
111
Properties=species:S:1:pos:R:3:forces:R:3:lowdin_charge:R:1 method="wB97M-V/def2-TZVPD" relative_energy_kcal_mol=0.0 total_charge=0 s2=3.82 multiplicity=4 energy_ha=-8208.1486 largest_force_ev_per_a=0.54 homo_lumo_gap_ev="5.228 / 7.275"
V 0.2082 0.5316 0.1332 0.2049 0.4524 0.2231 0.835
Cl 5.8189 0.2950 4.6397 0.0312 0.0048 0.0290 0.644
C 4.5797 0.0556 3.4388 -0.0305 0.0153 0.0031 -0.676
C 4.9118 -0.5593 2.2366 -0.0212 -0.0269 -0.0392 -0.115
C 3.9205 -0.7252 1.2809 -0.0302 0.0384 0.1004 -0.047
C 2.6228 -0.2876 1.5098 0.0517 -0.0586 -0.0442 -0.351
O 1.6895 -0.4651 0.5614 -0.0387 -0.1113 -0.0293 -0.254
C 2.2736 0.3214 2.7407 0.0788 -0.0161 0.0241 -0.157
C 0.9655 0.7767 3.0440 0.0238 -0.0219 -0.0187 -0.090
N -0.0699 0.8208 2.1656 -0.0282 0.0180 0.1249 -0.050
C -1.2865 1.2732 2.5955 -0.0168 0.0253 -0.0894 -0.266
C -1.7146 1.4547 3.9079 -0.0118 0.0105 -0.0276 -0.023
C -2.9736 2.0196 4.1693 0.0288 -0.0189 0.0335 -0.080
C -3.8242 2.4161 3.1712 -0.0207 0.0020 -0.0421 -0.050
C -3.4386 2.2227 1.8212 -0.0657 0.0358 -0.0014 -0.163
C -4.2343 2.5755 0.7134 0.0043 -0.0077 0.0143 0.006
C -3.7800 2.3475 -0.5597 0.0706 -0.0410 0.0324 -0.032
C -2.5268 1.7522 -0.7367 -0.0466 0.0156 0.0012 -0.127
N -1.7586 1.3971 0.2808 -0.1124 -0.0010 -0.0950 0.033
C -2.1887 1.6366 1.5474 0.1155 -0.0415 0.0703 -0.182
C 3.2992 0.4809 3.6994 -0.0022 -0.0038 -0.0264 -0.059
H 5.9222 -0.8983 2.0571 0.0051 0.0030 0.0078 0.104
H 4.1454 -1.1957 0.3314 -0.0120 0.0045 -0.0137 0.123
H 0.8125 1.1923 4.0339 0.0072 0.0005 0.0184 0.107
H -1.0969 1.1437 4.7376 0.0069 -0.0072 0.0048 0.101
H -3.2783 2.1417 5.2017 0.0120 -0.0013 0.0019 0.106
H -4.7880 2.8542 3.3944 -0.0003 0.0046 -0.0091 0.107
H -5.2052 3.0264 0.8812 0.0024 0.0021 0.0094 0.122
H -4.3701 2.6096 -1.4263 0.0032 0.0013 -0.0081 0.111
H -2.1365 1.5507 -1.7247 0.0126 0.0149 0.0053 0.110
H 3.0698 0.9515 4.6470 0.0124 -0.0004 0.0055 0.111
C -2.3298 -2.0976 2.7305 0.0583 -0.0232 -0.0140 -0.175
C -3.0608 -1.7206 1.4436 -0.0298 -0.0216 -0.0252 -0.352
Ge -2.1143 -2.3489 -0.1708 -0.0708 0.0223 0.0306 0.866
C -2.8507 -1.5826 -1.8292 -0.0403 0.0290 0.0026 -0.358
C -2.0932 -2.0185 -3.0811 0.0358 -0.0016 0.0059 -0.168
C -2.2433 -4.2949 -0.3169 0.1116 -0.0348 0.0122 -0.230
C -0.9948 -4.7989 -0.3356 -0.0331 -0.0593 -0.0004 -0.341
Ge 0.2071 -3.2301 -0.0543 0.0320 -0.0882 -0.0270 0.918
C 1.4641 -2.8873 -1.5364 -0.0053 0.0574 0.0216 -0.344
C 2.2464 -4.1047 -2.0251 0.0135 -0.0464 0.0087 -0.168
C 1.0632 -3.3407 1.7264 -0.1035 0.0681 0.0007 -0.343
C 2.5028 -3.8480 1.7363 0.0433 -0.0666 -0.0491 -0.161
C -0.6559 -6.2383 -0.4466 -0.0639 0.0323 -0.0028 -0.230
C 0.6466 -6.6645 -0.2097 0.0614 0.0082 0.0506 -0.054
C 0.9943 -8.0058 -0.2793 0.0283 -0.0228 -0.0043 -0.079
C 0.0367 -8.9535 -0.5993 -0.0439 -0.0071 -0.0146 -0.096
C -1.2700 -8.5467 -0.8485 0.0592 -0.0169 0.0057 -0.086
C -1.6100 -7.2079 -0.7735 0.0034 0.0578 -0.0107 -0.039
H -2.8865 -1.7948 3.6198 -0.0193 0.0071 -0.0070 0.068
H -1.3464 -1.6226 2.7796 -0.0167 -0.0118 0.0059 0.044
H -2.1737 -3.1781 2.7863 0.0129 0.0109 0.0107 0.065
H -3.2358 -0.6459 1.3952 0.0036 0.0145 -0.0229 0.033
H -4.0481 -2.1928 1.4183 0.0102 0.0073 -0.0234 0.064
H -2.8876 -0.4964 -1.7654 -0.0146 -0.0180 0.0192 0.018
H -3.8901 -1.9261 -1.8666 0.0025 0.0030 0.0159 0.064
H -1.1071 -1.5546 -3.1191 0.0206 -0.0151 -0.0041 0.035
H -2.6212 -1.7265 -3.9918 -0.0178 -0.0059 0.0083 0.069
H -1.9613 -3.1028 -3.1094 0.0044 0.0017 -0.0029 0.064
H -3.1333 -4.9192 -0.3856 -0.0314 0.0013 0.0048 0.053
H 2.1403 -2.0969 -1.2063 -0.0219 -0.0267 -0.0025 0.040
H 0.8829 -2.4683 -2.3602 -0.0074 0.0263 0.0276 0.046
H 2.8675 -4.5380 -1.2382 -0.0059 -0.0022 0.0158 0.054
H 2.9121 -3.8306 -2.8468 -0.0161 -0.0025 -0.0121 0.069
H 1.5809 -4.8902 -2.3870 0.0094 -0.0102 0.0048 0.064
H 0.4241 -3.9751 2.3465 0.0099 0.0012 -0.0240 0.064
H 1.0251 -2.3417 2.1635 -0.0176 -0.0005 -0.0001 0.032
H 2.5650 -4.9097 1.4841 -0.0007 0.0488 0.0051 0.052
H 2.9532 -3.7240 2.7237 0.0106 0.0029 -0.0036 0.074
H 3.1261 -3.3004 1.0273 -0.0178 -0.0315 0.0119 0.047
H 1.4017 -5.9289 0.0374 -0.0007 -0.0020 -0.0085 0.071
H 2.0159 -8.3082 -0.0861 -0.0011 0.0029 -0.0007 0.103
H 0.3037 -10.0006 -0.6608 -0.0063 -0.0008 0.0024 0.099
H -2.0247 -9.2790 -1.1061 -0.0014 -0.0016 -0.0017 0.100
H -2.6302 -6.9102 -0.9778 -0.0007 0.0171 -0.0105 0.101
O 0.6461 0.3250 -3.8375 -0.0275 0.0292 -0.0253 0.093
C 0.4964 1.0198 -2.8585 0.1690 -0.0493 0.0421 -0.545
O 0.0083 0.5589 -1.7365 -0.1119 -0.0310 -0.2295 -0.198
C 0.8568 2.4964 -2.9327 -0.0325 0.0322 -0.1015 -0.107
C 0.9386 3.0053 -4.2311 0.0046 0.0346 0.0367 -0.011
C 1.2801 4.3235 -4.4665 0.0012 -0.0259 0.0113 -0.057
C 1.5790 5.1604 -3.3993 -0.0031 0.0076 -0.0077 -0.063
C 1.5176 4.6662 -2.1107 0.0170 0.0409 0.0104 -0.089
C 1.1399 3.3463 -1.8565 -0.0338 -0.0851 -0.0383 -0.274
P 1.1329 2.8223 -0.1102 -0.1571 -0.0909 0.0260 1.136
C 0.0298 3.9998 0.7305 -0.0109 0.0049 -0.0044 -0.343
C 0.0511 4.0528 2.1258 0.0105 -0.0225 -0.0405 -0.106
C -0.8711 4.8251 2.8116 -0.0063 0.0068 0.0202 -0.066
C -1.8343 5.5416 2.1149 0.0052 0.0059 0.0120 -0.074
C -1.8690 5.4858 0.7299 -0.0139 0.0029 0.0080 -0.073
C -0.9415 4.7194 0.0386 0.0136 -0.0266 0.0020 -0.085
C 2.8154 3.2148 0.4445 -0.0112 -0.0459 0.1143 -0.329
C 3.8108 2.2988 0.1129 -0.0242 -0.0079 -0.0637 -0.086
C 5.1213 2.5190 0.5024 0.0155 0.0119 0.0172 -0.065
C 5.4439 3.6532 1.2332 0.0023 -0.0030 0.0061 -0.068
C 4.4573 4.5716 1.5634 0.0349 0.0068 0.0048 -0.071
C 3.1452 4.3564 1.1713 -0.0418 -0.0259 -0.0376 -0.083
H 0.7343 2.3287 -5.0485 -0.0011 -0.0083 -0.0021 0.120
H 1.3268 4.6962 -5.4814 0.0018 -0.0033 -0.0007 0.108
H 1.8661 6.1895 -3.5718 0.0009 0.0001 0.0077 0.108
H 1.7686 5.3142 -1.2790 0.0033 0.0035 0.0052 0.111
H 0.7802 3.4700 2.6777 0.0131 0.0101 -0.0011 0.106
H -0.8494 4.8508 3.8932 0.0017 -0.0021 -0.0013 0.112
H -2.5601 6.1373 2.6534 -0.0055 -0.0054 -0.0018 0.107
H -2.6231 6.0358 0.1816 0.0025 0.0026 -0.0034 0.107
H -0.9856 4.6755 -1.0417 0.0074 -0.0002 -0.0202 0.106
H 3.5541 1.4057 -0.4461 0.0194 0.0191 0.0020 0.107
H 5.8859 1.7948 0.2548 -0.0078 0.0008 -0.0082 0.111
H 6.4647 3.8172 1.5531 -0.0012 0.0041 -0.0033 0.107
H 4.7097 5.4570 2.1322 -0.0089 -0.0003 0.0042 0.106
H 2.3801 5.0729 1.4398 -0.0020 0.0153 -0.0041 0.101